Computed, not measured: a single C4H9N3O molecule in a non-equilibrium geometry, with ωB97M-V/def2-TZVPD.

XYZ file:
```
17
Properties=species:S:1:pos:R:3:forces:R:3
H 2.118 0.948 -0.241 -0.19 -0.15 0.04
H -2.026 2.079 -0.657 -0.06 0.18 -0.11
C -2.130 1.166 -0.083 0.55 -0.34 -0.03
C 1.361 0.160 -0.140 0.43 0.04 0.15
N -1.284 -1.007 -0.656 -0.08 -0.82 0.15
H 1.204 -1.769 -0.818 0.14 0.07 0.04
O 0.206 0.757 -0.785 -0.36 -0.18 0.10
H -2.059 1.412 0.976 -0.02 0.08 0.11
N 1.862 -0.997 -0.811 0.06 -0.17 -0.30
H 0.909 0.782 1.868 -0.09 0.10 0.12
H 1.989 -0.611 1.749 0.28 -0.10 0.13
H -3.099 0.724 -0.278 -0.19 -0.04 -0.02
H 2.150 -0.795 -1.765 -0.17 -0.04 0.22
H 0.271 -0.809 1.452 -0.20 -0.22 0.09
C 1.113 -0.140 1.334 -0.10 0.36 -0.48
N -1.556 -2.120 -0.661 -0.02 -0.37 -0.25
C -1.028 0.220 -0.485 0.03 1.62 0.04
```
Forces are in eV/Å.

Computed properties:
Electronic energy = -10809.47102 eV
ΔE to the lowest compared entry with this formula, charge and spin = 2.991 eV
Frontier orbital gap = 8.7 eV

Atomic partial charges in e from the Mulliken method, atoms 1 to 4:
1 H 0.384
2 H 0.301
3 C -1.133
4 C 0.034

Computed, not measured: a molecular structure, C4H9N3O in a non-equilibrium geometry, with ωB97M-V/def2-TZVPD.

XYZ file:
```
17
Properties=species:S:1:pos:R:3:forces:R:3
C 0.709 1.270 0.503 -2.76 3.45 0.03
C -2.190 0.406 -0.613 0.06 -1.86 1.90
N -0.160 -0.919 0.531 4.30 1.97 0.22
H 1.690 1.607 0.146 0.09 -2.10 -0.72
O 2.324 -0.677 -0.382 -2.10 0.72 1.26
H -0.272 -1.286 -2.010 0.14 0.04 0.35
H -1.245 0.898 1.492 0.52 -0.83 -0.69
H 0.138 -0.087 2.365 0.41 0.88 0.38
H -0.877 -1.594 0.800 1.19 -0.57 -0.42
H -2.107 0.953 0.698 1.02 -0.42 -1.31
N 0.720 -1.243 -1.800 -1.64 0.54 0.24
H 0.818 2.037 1.279 -1.41 0.97 -0.08
C 0.068 0.171 1.319 -1.42 -0.47 -1.30
N -1.771 -0.718 -0.686 -2.35 2.82 -1.94
H 1.347 -1.637 -2.479 0.45 0.46 0.23
C 1.139 -0.746 -0.615 0.30 -4.99 -1.38
H -0.332 1.567 -0.545 3.20 -0.60 3.23
```
Forces are in eV/Å.

Computed properties:
Electronic energy = -10803.07685 eV
ΔE to the lowest compared entry with this formula, charge and spin = 9.385 eV
Frontier orbital gap = 9.2 eV

Atomic partial charges in e from the Mulliken method, atoms 1 to 4:
1 C -1.027
2 C -0.265
3 N -0.268
4 H 0.430

Computed, not measured: a single C4H9N3O molecule in a non-equilibrium geometry, with ωB97M-V/def2-TZVPD.

XYZ file:
```
17
Properties=species:S:1:pos:R:3:forces:R:3
C -0.737 -1.252 -0.122 -1.47 -1.63 -0.98
H 3.304 -0.934 0.607 2.97 1.46 0.06
C -0.927 1.374 -0.059 -1.11 -0.84 -1.13
H -1.381 -2.231 -0.550 0.86 3.21 1.43
N 0.452 -1.726 -0.193 0.05 1.95 0.61
N 0.232 1.780 -0.318 2.56 -2.55 -0.47
H -1.358 3.348 -0.341 -0.98 0.09 0.59
O 1.527 -0.827 0.166 -0.99 -2.00 -0.51
H -2.726 2.228 0.585 0.73 1.46 -1.33
H -2.395 -0.290 -0.013 -0.69 1.23 -0.06
C -1.978 2.446 -0.264 -0.96 -1.95 0.89
H 2.855 -2.412 -0.247 0.10 -0.96 -0.27
H -2.453 2.260 -1.263 0.18 0.13 0.92
C 2.649 -1.709 0.517 -3.48 1.31 3.39
N -1.477 0.008 0.262 3.67 -1.84 -1.24
H 2.422 -1.979 1.661 0.69 -0.57 -2.76
H 1.024 1.032 -0.451 -2.11 1.49 0.88
```
Forces are in eV/Å.

Computed properties:
Structure (SMILES) = [H]/N=C(/C)N/C=N\OC
Electronic energy = -10807.25361 eV
ΔE to the lowest compared entry with this formula, charge and spin = 5.208 eV
Frontier orbital gap = 10.0 eV

Atomic partial charges in e from the Mulliken method, atoms 1 to 4:
1 C -0.034
2 H 0.267
3 C 0.547
4 H 0.219

Q: Which of these has the highest electronic energy?
A: number 2